No. 1
{
  "formula": "C41H35BBr2F9N3O7S3Sr",
  "method": "ωB97M-V/def2-TZVPD",
  "symbols": ["Sr", "O", "S", "C", "C", "C", "C", "S", "O", "C", "C", "C", "C", "C", "C", "C", "C", "C", "C", "C", "C", "H", "H", "H", "H", "H", "H", "H", "H", "H", "H", "H", "H", "H", "H", "H", "H", "H", "H", "C", "C", "C", "C", "C", "C", "Br", "C", "C", "Br", "C", "O", "C", "N", "H", "H", "H", "H", "H", "H", "O", "B", "O", "C", "C", "C", "C", "C", "C", "H", "H", "H", "H", "O", "H", "H", "C", "C", "C", "C", "N", "C", "S", "N", "H", "H", "H", "H", "H", "F", "C", "F", "F", "C", "O", "C", "F", "F", "F", "C", "F", "F", "F"],
  "coordinates": [[0.744, -1.046, -0.220], [1.818, 1.446, 3.050], [1.135, 1.882, 4.297], [0.246, 0.462, 4.990], [-0.303, -0.511, 3.953], [-1.800, -0.313, 3.732], [-2.484, -1.420, 2.931], [-2.308, -1.242, 1.129], [-1.099, -0.319, 0.940], [-3.666, -0.098, 0.857], [-3.372, 1.106, 0.250], [-4.405, 2.001, -0.009], [-5.707, 1.683, 0.328], [-5.991, 0.455, 0.917], [-4.973, -0.444, 1.171], [-0.302, 2.816, 3.775], [-1.120, 3.444, 4.705], [-2.208, 4.179, 4.265], [-2.459, 4.297, 2.902], [-1.620, 3.685, 1.985], [-0.534, 2.934, 2.416], [-0.543, 0.897, 5.610], [0.979, -0.004, 5.647], [-0.105, -1.532, 4.289], [0.259, -0.398, 3.026], [-1.983, 0.654, 3.256], [-2.295, -0.280, 4.711], [-3.557, -1.425, 3.117], [-2.073, -2.401, 3.163], [-2.354, 1.333, -0.027], [-4.179, 2.943, -0.496], [-6.509, 2.380, 0.115], [-7.014, 0.181, 1.144], [-5.207, -1.424, 1.565], [-0.910, 3.361, 5.765], [-2.860, 4.663, 4.981], [-3.310, 4.870, 2.557], [-1.804, 3.772, 0.924], [0.122, 2.444, 1.710], [3.227, -0.815, -3.128], [4.077, -1.004, -1.910], [5.488, -0.939, -2.021], [6.254, -1.035, -0.905], [5.640, -1.211, 0.358], [6.343, -1.300, 1.586], [8.244, -1.138, 1.629], [5.671, -1.492, 2.756], [4.278, -1.616, 2.762], [3.420, -1.931, 4.428], [3.493, -1.544, 1.612], [2.231, -1.662, 1.596], [4.237, -1.308, 0.377], [3.489, -1.189, -0.758], [3.606, -1.407, -3.962], [3.221, 0.238, -3.414], [2.197, -1.112, -2.943], [5.939, -0.810, -2.997], [7.334, -0.984, -0.965], [6.211, -1.550, 3.692], [2.198, 2.170, -1.898], [1.089, 1.505, -1.231], [0.072, 2.570, -1.137], [0.566, 3.690, -1.707], [-0.036, 4.919, -1.868], [0.705, 5.919, -2.504], [1.997, 5.678, -2.954], [2.596, 4.426, -2.788], [1.856, 3.448, -2.161], [-1.043, 5.096, -1.516], [0.263, 6.897, -2.650], [2.547, 6.471, -3.445], [3.603, 4.226, -3.131], [-0.118, -3.232, 1.737], [0.744, -2.833, 1.944], [-0.060, -3.477, 0.797], [-1.785, 1.320, -3.269], [-2.864, 0.310, -3.551], [-3.509, 0.253, -4.788], [-4.470, -0.733, -4.910], [-4.783, -1.593, -3.961], [-4.104, -1.494, -2.792], [-4.385, -2.598, -1.514], [-3.155, -0.530, -2.578], [-1.989, 2.276, -3.756], [-0.822, 0.959, -3.638], [-1.682, 1.463, -2.198], [-3.272, 0.932, -5.597], [-5.026, -0.834, -5.843], [1.375, -5.482, -3.717], [1.473, -4.336, -3.003], [0.845, -3.381, -3.695], [2.783, -4.007, -2.980], [0.898, -4.452, -1.551], [0.607, -3.246, -1.077], [1.960, -5.174, -0.663], [2.534, -6.237, -1.280], [1.403, -5.635, 0.470], [2.942, -4.345, -0.310], [-0.393, -5.328, -1.613], [-0.134, -6.656, -1.733], [-1.119, -5.169, -0.504], [-1.155, -4.973, -2.656]],
  "atomic_forces_ev_per_a": [[1.008, -0.558, -0.601], [-0.035, 0.037, 0.280], [0.219, 0.097, -0.297], [0.020, -0.140, 0.123], [-0.008, -0.038, 0.006], [-0.192, -0.012, -0.062], [0.114, 0.059, 0.069], [0.113, 0.638, -0.103], [-1.188, -0.224, 0.598], [0.057, -0.042, 0.062], [-0.170, 0.106, 0.041], [0.121, 0.020, -0.032], [-0.066, -0.046, 0.049], [-0.053, 0.041, -0.028], [-0.002, -0.003, -0.055], [-0.052, 0.043, -0.129], [0.034, -0.030, -0.022], [-0.032, 0.017, -0.010], [-0.005, 0.011, 0.013], [-0.005, -0.042, -0.037], [-0.037, 0.074, 0.010], [0.051, -0.047, 0.078], [0.041, -0.088, -0.029], [-0.044, 0.003, 0.025], [0.006, -0.003, -0.042], [-0.040, 0.012, -0.018], [0.004, 0.020, -0.026], [-0.017, -0.070, 0.012], [0.064, -0.013, -0.021], [0.105, -0.003, 0.023], [-0.013, 0.003, -0.003], [-0.011, -0.005, -0.006], [0.000, 0.015, 0.001], [0.024, -0.046, 0.010], [0.015, -0.009, 0.042], [-0.008, 0.005, 0.009], [-0.031, 0.012, -0.012], [-0.028, -0.006, -0.074], [0.061, -0.058, -0.038], [-0.047, -0.029, -0.096], [0.065, 0.066, -0.087], [-0.118, -0.004, -0.047], [0.070, -0.015, 0.096], [0.226, 0.022, 0.003], [-0.069, -0.002, -0.086], [0.009, -0.011, 0.014], [0.011, -0.008, 0.106], [0.202, -0.050, 0.167], [-0.042, 0.030, -0.052], [-0.013, 0.062, -0.133], [-0.199, -0.036, 0.175], [-0.178, -0.016, -0.106], [0.006, -0.059, 0.359], [0.027, -0.002, -0.024], [-0.002, 0.023, 0.003], [0.002, -0.028, 0.026], [-0.004, 0.014, -0.018], [-0.021, 0.014, 0.008], [-0.011, -0.009, -0.018], [-0.119, -0.368, 0.167], [-0.061, 1.048, -0.336], [0.360, -0.301, 0.202], [-0.090, 0.067, 0.014], [0.073, 0.061, -0.033], [0.012, -0.035, 0.003], [-0.030, -0.002, 0.005], [-0.028, 0.069, 0.007], [0.066, 0.174, -0.117], [-0.051, -0.001, 0.016], [-0.010, 0.022, -0.001], [0.020, 0.018, -0.005], [0.016, -0.009, -0.016], [-0.181, 0.296, 0.068], [0.171, -0.156, 0.046], [0.089, -0.199, 0.008], [-0.158, -0.073, -0.044], [0.052, 0.082, -0.106], [0.048, 0.048, 0.058], [-0.043, 0.065, -0.211], [-0.160, -0.091, -0.010], [0.271, -0.056, 0.482], [-0.235, -0.106, -0.135], [0.063, -0.020, 0.023], [-0.001, 0.016, 0.002], [0.024, -0.026, -0.008], [-0.036, 0.018, -0.089], [-0.002, 0.011, 0.008], [-0.006, -0.013, -0.003], [0.063, 0.180, 0.070], [0.034, -0.086, -0.171], [0.092, -0.171, 0.087], [-0.106, 0.009, -0.027], [-0.111, 0.243, -0.208], [0.058, -0.226, 0.160], [0.071, -0.186, 0.041], [-0.019, 0.095, 0.072], [0.032, 0.029, -0.091], [-0.027, -0.009, -0.020], [-0.175, -0.110, -0.066], [-0.087, 0.164, -0.005], [0.080, -0.061, -0.107], [0.109, -0.103, 0.174]],
  "lowdin_charge": [1.404, -0.500, 0.950, -0.334, -0.231, -0.218, -0.301, 1.010, -0.723, -0.389, -0.080, -0.078, -0.095, -0.089, -0.121, -0.388, -0.107, -0.096, -0.084, -0.061, -0.052, 0.078, 0.062, 0.117, 0.081, 0.105, 0.114, 0.075, 0.080, 0.088, 0.101, 0.093, 0.098, 0.104, 0.103, 0.095, 0.098, 0.097, 0.103, -0.029, -0.315, -0.016, -0.040, -0.196, -0.638, 0.690, -0.199, -0.588, 0.743, -0.430, -0.246, -0.119, 0.134, 0.081, 0.080, 0.059, 0.108, 0.068, 0.084, 0.043, -0.341, -0.004, -0.256, -0.011, -0.122, -0.124, -0.010, -0.253, 0.106, 0.085, 0.085, 0.109, -0.097, 0.004, -0.010, -0.031, -0.360, -0.071, -0.205, 0.016, -0.904, 0.418, 0.080, 0.079, 0.085, 0.043, 0.082, 0.086, 0.138, -0.525, 0.161, 0.144, -0.358, -0.287, -0.533, 0.136, 0.160, 0.170, -0.533, 0.132, 0.164, 0.166],
  "gap_ev": 5.39,
  "total_charge": -2,
  "homo_energy_ev": -1.823,
  "e_tot_ha": -9571.5919,
  "de_lowest_kj_mol": 45.0
}

No. 2
{
  "formula": "C41H36BN3O2P2Ru",
  "method": "ωB97M-V/def2-TZVPD",
  "symbols": ["Ru", "C", "P", "C", "C", "C", "C", "C", "C", "C", "C", "C", "C", "C", "C", "C", "C", "C", "C", "C", "P", "C", "C", "C", "C", "C", "C", "C", "C", "C", "C", "C", "C", "N", "H", "H", "H", "H", "H", "H", "H", "H", "H", "H", "H", "H", "H", "H", "H", "H", "H", "H", "H", "H", "H", "H", "H", "H", "H", "H", "O", "B", "O", "C", "C", "C", "C", "C", "C", "H", "H", "H", "H", "N", "C", "C", "C", "C", "C", "N", "H", "H", "H", "H", "H", "H"],
  "coordinates": [[0.110, 0.060, 0.027], [0.372, -2.646, 1.923], [1.365, -1.920, 0.532], [1.531, -3.216, -0.716], [1.644, -2.826, -2.053], [1.778, -3.780, -3.047], [1.790, -5.128, -2.714], [1.702, -5.518, -1.385], [1.581, -4.567, -0.383], [3.035, -1.476, 1.054], [3.218, -0.757, 2.237], [4.471, -0.258, 2.551], [5.534, -0.446, 1.677], [5.354, -1.159, 0.500], [4.108, -1.678, 0.184], [-0.972, -1.979, 1.963], [-2.126, -2.215, 2.679], [-3.030, -1.152, 2.389], [-2.402, -0.315, 1.488], [-2.805, 0.924, 0.770], [-1.377, 2.156, 0.568], [-2.181, 3.763, 0.401], [-1.578, 4.737, -0.411], [-2.152, 5.987, -0.532], [-3.311, 6.293, 0.174], [-3.890, 5.346, 1.012], [-3.319, 4.096, 1.147], [-0.561, 1.936, -1.071], [-1.311, 2.043, -2.262], [-0.691, 1.962, -3.484], [0.691, 1.736, -3.578], [1.456, 1.631, -2.443], [0.864, 1.724, -1.163], [-1.154, -0.814, 1.259], [0.914, -2.494, 2.860], [0.265, -3.719, 1.775], [1.626, -1.771, -2.303], [1.868, -3.478, -4.082], [1.875, -5.875, -3.491], [1.725, -6.568, -1.126], [1.550, -4.889, 0.650], [2.385, -0.604, 2.911], [4.626, 0.279, 3.478], [6.509, -0.045, 1.920], [6.186, -1.315, -0.172], [3.976, -2.250, -0.724], [-2.307, -3.045, 3.343], [-4.026, -1.038, 2.788], [-3.632, 1.423, 1.271], [-3.113, 0.704, -0.260], [-0.672, 4.513, -0.959], [-1.693, 6.726, -1.176], [-3.754, 7.276, 0.084], [-4.786, 5.589, 1.566], [-3.761, 3.383, 1.832], [-2.373, 2.251, -2.204], [-1.273, 2.075, -4.389], [1.162, 1.683, -4.550], [2.529, 1.513, -2.514], [1.518, 1.998, -0.331], [-0.667, -0.961, -2.773], [-0.830, -1.080, -1.414], [-1.813, -1.994, -1.103], [-2.282, -2.465, -2.316], [-3.280, -3.376, -2.574], [-3.550, -3.634, -3.914], [-2.845, -3.004, -4.937], [-1.837, -2.086, -4.666], [-1.582, -1.833, -3.337], [-3.822, -3.873, -1.780], [-4.325, -4.344, -4.167], [-3.093, -3.234, -5.964], [-1.276, -1.599, -5.453], [0.213, 0.189, 4.217], [0.801, 1.353, 3.830], [1.497, 2.111, 4.792], [2.114, 3.278, 4.426], [2.014, 3.703, 3.100], [1.317, 2.911, 2.226], [0.742, 1.730, 2.539], [0.110, 0.038, 5.206], [-0.518, -0.187, 3.638], [1.524, 1.757, 5.815], [2.654, 3.867, 5.155], [2.464, 4.626, 2.767], [1.202, 3.241, 1.197]],
  "atomic_forces_ev_per_a": [[0.205, -1.581, 0.344], [-0.004, 0.237, -0.072], [0.261, -0.667, 0.052], [-0.077, 0.241, -0.147], [0.040, -0.012, 0.169], [0.004, -0.004, -0.096], [-0.001, 0.017, 0.024], [-0.011, -0.045, 0.011], [0.044, 0.009, 0.016], [-0.067, 0.080, 0.028], [-0.044, -0.086, -0.058], [0.041, 0.044, 0.056], [0.009, -0.039, -0.018], [0.028, 0.025, 0.013], [-0.049, -0.043, 0.068], [-0.443, -0.372, 0.664], [0.718, -0.238, -0.177], [-0.175, 0.505, -0.412], [-0.436, -0.202, 0.536], [0.306, -0.149, 0.177], [-1.201, 0.924, -0.722], [0.385, -0.254, 0.263], [-0.008, 0.032, -0.024], [0.038, 0.013, -0.011], [0.043, -0.045, -0.011], [-0.056, 0.015, 0.065], [-0.074, -0.033, 0.070], [0.369, 0.115, 0.345], [-0.122, 0.043, -0.031], [-0.025, -0.013, 0.032], [0.080, 0.012, 0.051], [0.017, -0.088, -0.081], [-0.228, 0.847, -0.077], [0.409, 0.744, -0.357], [0.035, 0.027, -0.026], [0.072, 0.000, -0.040], [0.030, -0.057, -0.087], [-0.015, 0.013, 0.011], [0.011, -0.001, 0.003], [0.021, 0.008, 0.004], [-0.043, -0.027, -0.012], [-0.003, 0.034, 0.062], [-0.044, 0.005, -0.005], [-0.003, -0.010, 0.005], [-0.002, -0.022, 0.010], [0.004, 0.014, -0.026], [0.000, 0.016, 0.004], [0.006, 0.018, 0.003], [0.056, 0.066, -0.037], [0.021, 0.114, -0.041], [0.002, -0.021, -0.021], [-0.013, 0.015, 0.018], [-0.018, -0.011, -0.017], [0.017, 0.004, 0.013], [-0.017, 0.042, -0.016], [-0.015, -0.067, -0.030], [-0.031, 0.003, 0.024], [-0.010, -0.014, -0.001], [-0.003, 0.016, 0.017], [-0.013, -0.121, -0.036], [0.288, 0.294, -0.103], [-0.214, -0.183, -0.139], [-0.088, -0.082, 0.252], [0.147, 0.156, -0.508], [0.058, -0.020, 0.186], [0.025, 0.016, -0.096], [-0.106, -0.098, 0.029], [0.203, 0.152, 0.026], [-0.353, -0.364, 0.225], [0.008, 0.034, 0.014], [0.002, 0.002, 0.003], [0.032, 0.004, -0.005], [-0.036, 0.002, -0.004], [-0.072, -0.275, -0.222], [0.168, 0.380, -0.137], [0.047, -0.001, 0.003], [-0.063, -0.111, 0.004], [0.046, 0.088, -0.075], [0.066, -0.047, -0.090], [-0.007, 0.113, 0.197], [-0.050, -0.039, -0.008], [-0.124, -0.083, -0.052], [0.020, 0.017, 0.007], [-0.013, -0.005, 0.015], [-0.029, -0.006, -0.027], [0.025, -0.018, 0.030]],
  "mulliken_spin": [2.404, -0.006, 0.094, -0.027, 0.018, 0.003, 0.002, 0.000, 0.001, -0.031, 0.013, -0.009, 0.019, -0.008, 0.016, 0.069, 0.062, 0.149, -0.018, 0.120, 0.383, 0.114, 0.086, -0.026, 0.088, -0.027, 0.084, -0.123, 0.134, 0.033, 0.036, 0.106, 0.172, 0.108, 0.007, 0.001, 0.047, 0.000, 0.000, 0.000, 0.001, 0.006, 0.000, 0.001, -0.001, 0.005, -0.001, -0.002, 0.001, 0.028, 0.008, 0.000, 0.002, 0.000, 0.006, 0.011, 0.000, 0.000, 0.002, 0.041, -0.052, -0.227, 0.019, -0.010, 0.003, 0.000, 0.002, -0.003, -0.003, 0.000, 0.000, 0.000, 0.000, 0.002, 0.031, 0.002, 0.001, 0.004, 0.015, 0.030, 0.000, 0.002, 0.001, 0.000, 0.001, -0.021],
  "gap_ev": [7.34, 4.70],
  "multiplicity": 5,
  "total_charge": 2,
  "homo_energy_ev": [-12.664, -13.179],
  "e_tot_ha": -2700.6567,
  "s2": 6.040,
  "de_lowest_kj_mol": 255.4
}